(1)
Molecular formula: C3H8NO3
Method: DFT, the ωB97M-V functional and the def2-TZVPD basis

Geometry as XYZ:
```
15
C3H8NO3 | OMol25 | the ωB97M-V functional and the def2-TZVPD basis
N 0.1925 -0.2830 1.3551
C 0.0315 -0.4349 -0.0522
O 0.2490 -1.7419 -0.3424
C 1.5183 0.5119 -0.5897
O 2.4441 0.3036 0.1190
C -1.2743 0.1226 -0.5527
O -1.3369 1.5087 -0.2912
H -0.1915 -0.9562 2.1097
H 1.1503 -0.4716 1.5751
H -0.1116 0.7304 1.7335
H 0.8891 -1.8705 -0.9636
H 1.3020 1.0351 -1.4577
H -2.0004 -0.3341 -0.0163
H -1.2764 -0.1892 -1.5433
H -1.5857 2.0690 -1.0833
```

Frontier orbital gap = 10.39 eV
Total charge = +1
LUMO energy = -4.0 eV

(2)
Molecular formula: C3H8NO7PS
Method: DFT, the ωB97M-V functional and the def2-TZVPD basis

Geometry as XYZ:
```
21
C3H8NO7PS | OMol25 | the ωB97M-V functional and the def2-TZVPD basis
N 0.8760 0.2019 -2.6088
C -0.1617 -0.6113 -1.9780
C -0.0534 -1.0246 -0.4881
C -0.5496 -0.1396 0.5857
O -1.8170 0.4391 0.3291
P -0.2591 -1.0336 2.1415
O -1.1239 -2.3236 2.1928
O 1.2027 -1.2233 2.0745
O -0.8204 0.0718 3.2505
S 0.6120 1.4145 0.4694
O 0.4623 2.1458 1.7365
O 1.9992 1.0299 0.0635
O -0.0200 2.2145 -0.6237
H 1.8042 0.1219 -2.3553
H 0.7357 1.1855 -2.2815
H -0.1355 -1.5604 -2.5163
H -1.1184 0.1005 -1.9893
H 1.0609 -1.1548 -0.1752
H -0.6579 -1.8989 -0.4341
H -1.7408 1.2073 -0.3230
H -0.2955 0.8374 2.9301
```

Frontier orbital gap = 7.88 eV
Total charge = -2
LUMO energy = 6.0 eV

(3)
Molecular formula: C3H8NOS
Method: DFT, the ωB97M-V functional and the def2-TZVPD basis

Geometry as XYZ:
```
14
C3H8NOS | OMol25 | the ωB97M-V functional and the def2-TZVPD basis
N -0.2795 1.4863 0.6248
C 0.1561 0.1883 0.1077
C 1.0033 0.2671 -1.1988
O 1.6213 1.4759 -1.3588
C -1.0218 -0.8078 0.0240
S -1.5605 -1.4590 1.6488
H 0.2012 2.0968 -0.0603
H 0.0448 1.6464 1.5620
H 0.8499 -0.2669 0.8508
H 0.2626 0.1006 -1.9975
H 1.7222 -0.5687 -1.2076
H -0.6895 -1.6935 -0.5306
H -1.8809 -0.3710 -0.4863
H -0.4291 -2.0945 2.0217
```

Frontier orbital gap = 5.84 eV
Total charge = -1
LUMO energy = 3.2 eV

(4)
Molecular formula: C3H8NOS
Method: DFT, the ωB97M-V functional and the def2-TZVPD basis

Geometry as XYZ:
```
14
C3H8NOS | OMol25 | the ωB97M-V functional and the def2-TZVPD basis
C 1.0431 -0.8802 -1.0122
N 0.9249 0.4284 -0.3767
C -0.0198 0.2480 0.8337
C -1.7666 0.2799 0.1700
O 0.0851 1.1203 1.8637
S 0.5242 -0.4935 2.3647
H 0.1267 -1.4802 -1.1879
H 1.4397 -0.6385 -1.9200
H 1.5911 -1.5790 -0.2928
H 0.4096 1.2099 -0.8153
H 1.8514 0.9348 0.0049
H -2.2950 -0.5368 0.7067
H -1.6801 0.2225 -0.9056
H -2.2344 1.1644 0.5667
```

Frontier orbital gap = 9.36 eV
Total charge = +1
LUMO energy = -4.5 eV

(5)
Molecular formula: C3H8NS
Method: DFT, the ωB97M-V functional and the def2-TZVPD basis

Geometry as XYZ:
```
13
C3H8NS | OMol25 | the ωB97M-V functional and the def2-TZVPD basis
C 2.5733 -0.6965 0.1045
C -0.6957 -0.0431 0.3839
C -1.2503 1.2409 -0.0483
N -1.2134 -1.0564 -0.2353
S 1.5087 0.4316 -0.4841
H 2.4898 -1.5054 0.7582
H 3.5812 -0.5295 -0.2435
H -0.3274 -0.0195 1.4139
H -2.1836 1.3923 0.5678
H -1.3745 1.3643 -1.1293
H -0.6308 2.1300 0.2399
H -1.6251 -0.7306 -1.1057
H -0.8521 -1.9782 -0.2218
```

Frontier orbital gap = 8.53 eV
Total charge = +1
LUMO energy = -5.4 eV

(6)
Molecular formula: C3H8NS2
Method: DFT, the ωB97M-V functional and the def2-TZVPD basis

Geometry as XYZ:
```
14
C3H8NS2 | OMol25 | the ωB97M-V functional and the def2-TZVPD basis
S -1.6982 -1.9532 -1.1755
C -0.2280 -1.0030 -0.6023
N -0.4129 -0.4940 0.7408
C 0.5342 0.7140 0.9684
C 1.1323 1.1755 -0.3864
S 0.0020 0.4657 -1.5601
H -2.4105 -0.7933 -1.1026
H 0.5817 -1.8610 -0.7668
H -0.4528 -1.1138 1.5184
H -1.3693 -0.1907 0.5685
H 1.2932 0.3373 1.6273
H -0.1087 1.5306 1.3001
H 0.9661 2.2276 -0.4380
H 2.1710 0.9584 -0.6920
```

Frontier orbital gap = 10.34 eV
Total charge = +1
LUMO energy = -3.5 eV

(7)
Molecular formula: C3H8NSe
Method: DFT, the ωB97M-V functional and the def2-TZVPD basis

Geometry as XYZ:
```
13
C3H8NSe | OMol25 | the ωB97M-V functional and the def2-TZVPD basis
C 1.8135 -0.3106 0.2629
C -0.8101 0.4566 1.4535
C -2.0403 0.5218 -0.9130
N 1.6540 -0.9304 -0.8555
Se -1.9129 -0.5816 0.4128
H 1.6085 0.6810 0.1259
H 2.0683 -0.7296 1.2414
H -0.7922 0.0868 2.5574
H -0.5075 1.4321 1.1652
H -1.5782 1.4992 -0.8189
H -2.3889 0.2836 -1.9075
H 1.1695 -0.5088 -1.6339
H 1.7163 -1.9001 -1.0905
```

Frontier orbital gap (alpha / beta) = 6.36 / 6.52 eV
Total charge = +1
LUMO energy (alpha / beta) = -5.3 / -5.2 eV

(8)
Molecular formula: C3H8NSe
Method: DFT, the ωB97M-V functional and the def2-TZVPD basis

Geometry as XYZ:
```
13
C3H8NSe | OMol25 | the ωB97M-V functional and the def2-TZVPD basis
C -0.5480 0.2283 -0.9662
C 0.1217 1.4226 -0.3298
C 0.8001 -0.8177 0.8707
N -0.4184 -0.9264 0.0090
Se 1.8994 0.7524 0.2519
H -1.5079 0.5638 -1.0174
H -0.0121 -0.0992 -1.9204
H 0.2568 2.3456 -0.8879
H -0.4603 1.6457 0.6809
H 0.3759 -0.4920 2.5751
H 1.2688 -1.8262 0.8190
H -1.2869 -1.0513 0.5858
H -0.4890 -1.7456 -0.6707
```

Frontier orbital gap (alpha / beta) = 6.70 / 7.37 eV
Expectation value of S² = 2.008
Total charge = +1
Spin multiplicity = 3
LUMO energy (alpha / beta) = -3.9 / -7.1 eV

(9)
Molecular formula: C3H8NdO3
Method: DFT, the ωB97M-V functional and the def2-TZVPD basis

Geometry as XYZ:
```
15
C3H8NdO3 | OMol25 | the ωB97M-V functional and the def2-TZVPD basis
O -3.3541 0.3213 2.7806
C -2.9985 -1.0494 3.0380
C -4.2468 -1.7401 3.5978
O -4.8904 2.1971 6.2233
Nd -3.9774 2.2883 4.1757
H -2.1706 -1.1019 3.7521
H -2.6732 -1.4975 2.0908
H -3.9434 -2.5399 4.2940
H -4.9263 -1.0280 4.0971
O -4.9041 -2.2612 2.4395
H -3.5102 0.3963 1.8061
C -6.1659 -2.8358 2.6890
H -6.0793 -3.6912 3.3780
H -6.8552 -2.0942 3.1255
H -6.5652 -3.1847 1.7302
```

Frontier orbital gap (alpha / beta) = 3.90 / 4.82 eV
Expectation value of S² = 6.010
Total charge = +2
Spin multiplicity = 5
LUMO energy (alpha / beta) = -12.6 / -11.6 eV

(10)
Molecular formula: C3H8O
Method: DFT, the ωB97M-V functional and the def2-TZVPD basis

Geometry as XYZ:
```
12
C3H8O | OMol25 | the ωB97M-V functional and the def2-TZVPD basis
C -1.5111 0.4900 -0.5808
C -0.7871 -0.6244 -0.6729
C 0.7038 -0.5697 -0.9491
H -2.5860 0.4359 -0.4648
H -1.0236 1.4436 -0.7380
H -1.0372 -1.5431 -0.1487
H 0.9446 -0.6522 -2.0127
H 1.1534 0.3838 -0.6766
H 1.1805 -1.3767 -0.3950
O 1.1221 0.6823 1.8033
H 0.2169 0.3809 1.7683
H 1.6837 -0.0853 1.6934
```

Frontier orbital gap = 10.72 eV
LUMO energy = 1.0 eV

(11)
Molecular formula: C3H8O
Method: DFT, the ωB97M-V functional and the def2-TZVPD basis

Geometry as XYZ:
```
12
C3H8O | OMol25 | the ωB97M-V functional and the def2-TZVPD basis
C -0.0784 -0.8855 -1.6040
C -0.0290 -0.6918 -0.1275
O -0.7247 0.2829 0.3694
C -0.7593 0.6343 1.6376
H -0.2611 0.0711 -2.1020
H 0.8750 -1.2843 -1.9656
H -0.8667 -1.5874 -1.9135
H 1.5796 0.3587 0.7978
H 0.2898 -1.4769 0.5549
H 1.2635 0.7849 1.3712
H -1.4252 1.4626 1.8347
H -0.5647 -0.1325 2.3818
```

Frontier orbital gap (alpha / beta) = 8.15 / 8.35 eV
LUMO energy (alpha / beta) = 0.9 / 1.0 eV

(12)
Molecular formula: C3H8O
Method: DFT, the ωB97M-V functional and the def2-TZVPD basis

Geometry as XYZ:
```
12
C3H8O | OMol25 | the ωB97M-V functional and the def2-TZVPD basis
C 0.4827 -0.2462 2.6135
C -0.2294 0.1309 3.7237
O 0.3426 1.0027 4.5837
H 0.6238 -1.2137 2.2708
H 1.1643 0.5785 2.1984
H -1.2091 -0.1432 4.0411
H 1.3076 1.1198 4.2659
C -0.5212 -0.2560 -4.7412
H -0.3335 -0.5116 -3.6961
H -1.1036 0.7236 -4.7073
H -0.9936 -1.1142 -5.2549
H 0.4695 -0.0708 -5.2977
```

Frontier orbital gap = 9.59 eV
LUMO energy = 1.0 eV

(13)
Molecular formula: C3H8O
Method: DFT, the ωB97M-V functional and the def2-TZVPD basis

Geometry as XYZ:
```
12
C3H8O | OMol25 | the ωB97M-V functional and the def2-TZVPD basis
C 1.2480 -0.4226 0.0392
C 0.0153 0.3322 -0.4271
C -1.2883 -0.3428 0.0332
O 0.0509 1.7010 -0.0338
H 1.2366 -0.5151 1.1312
H 1.2627 -1.4374 -0.3677
H 2.1485 0.1033 -0.2965
H 0.0185 0.3739 -1.5161
H -1.3423 -0.3130 1.1428
H -2.1569 0.1991 -0.3612
H -1.3273 -1.4003 -0.2737
H 0.1343 1.7217 0.9297
```

Frontier orbital gap = 11.37 eV
LUMO energy = 1.1 eV

(14)
Molecular formula: C3H8O2
Method: DFT, the ωB97M-V functional and the def2-TZVPD basis

Geometry as XYZ:
```
13
C3H8O2 | OMol25 | the ωB97M-V functional and the def2-TZVPD basis
C -2.1886 0.4729 0.3585
O -1.8369 0.3491 1.5050
H -3.1219 0.9652 0.0025
H -1.4269 0.4568 -0.4122
C 0.7736 -1.0131 0.3680
C 1.1445 0.4513 -0.1182
O 0.6921 0.5443 -1.4862
H 0.8045 -1.2984 1.4098
H 1.2515 -1.7807 -0.2584
H -0.2717 -1.1353 0.1378
H 0.6056 1.1825 0.5693
H 2.1936 0.6870 -0.0211
H 1.3807 0.1184 -2.0547
```

Frontier orbital gap = 10.85 eV
LUMO energy = 0.8 eV

(15)
Molecular formula: C3H8O2
Method: DFT, the ωB97M-V functional and the def2-TZVPD basis

Geometry as XYZ:
```
13
C3H8O2 | OMol25 | the ωB97M-V functional and the def2-TZVPD basis
C -0.9300 -0.0839 -2.3936
O -0.3185 -1.1369 -2.1122
H -0.5464 0.8917 -2.0312
H -2.0701 -0.1578 -2.5807
C 1.1530 -0.2315 0.6796
C -0.3060 0.0694 0.9794
O -0.2412 0.7087 2.2206
H 1.7592 -0.3770 1.7434
H 1.1154 -1.1786 0.1397
H 1.5928 0.4749 0.0258
H -0.8171 -0.9161 1.0620
H -0.7817 0.5343 0.0743
H 0.3906 1.4029 2.1929
```

Frontier orbital gap = 10.23 eV
LUMO energy = 0.1 eV

(16)
Molecular formula: C3H8O2
Method: DFT, the ωB97M-V functional and the def2-TZVPD basis

Geometry as XYZ:
```
13
C3H8O2 | OMol25 | the ωB97M-V functional and the def2-TZVPD basis
C -1.6406 -0.7617 0.1709
O -1.2547 0.5920 -0.2622
C -0.0073 0.8820 0.2736
O 0.7060 -0.1438 -0.4026
C 2.0664 -0.3538 0.0809
H -0.9163 -1.5061 -0.4585
H -1.8637 -1.1151 1.2725
H -2.6935 -0.9381 -0.4068
H 0.0463 0.6911 1.3213
H 0.2525 1.9169 -0.1388
H 2.4052 -1.2774 -0.5102
H 2.2021 -0.6070 1.0937
H 2.4451 0.6502 -0.0071
```

Frontier orbital gap = 10.88 eV
LUMO energy = 1.0 eV

(17)
Molecular formula: C3H8O2
Method: DFT, the ωB97M-V functional and the def2-TZVPD basis

Geometry as XYZ:
```
13
C3H8O2 | OMol25 | the ωB97M-V functional and the def2-TZVPD basis
C 2.1773 -2.0380 3.7686
O 1.9421 -0.9768 4.4418
H 2.7293 -1.8331 2.8840
H 2.1702 -3.0787 4.2434
C -0.6631 1.6296 -1.2823
C -0.7945 0.3808 -2.1653
O -2.0164 -0.3410 -1.9460
H -0.3604 2.5914 -1.6989
H -0.1672 1.2772 -0.3642
H -1.7808 1.8313 -1.1739
H -0.8020 0.6463 -3.2090
H 0.0818 -0.3558 -1.9917
H -2.5163 0.2666 -1.5063
```

Frontier orbital gap = 10.57 eV
LUMO energy = 0.3 eV

(18)
Molecular formula: C3H8O2
Method: DFT, the ωB97M-V functional and the def2-TZVPD basis

Geometry as XYZ:
```
13
C3H8O2 | OMol25 | the ωB97M-V functional and the def2-TZVPD basis
C 0.0544 -2.4127 1.7807
O -0.2460 -1.7592 0.5654
H -0.8378 -2.8858 2.1706
H 0.8193 -3.1955 1.6252
H 0.5151 -1.6699 2.4388
H 0.5123 -1.1829 0.3876
O 0.3885 0.3945 -0.8652
C 0.1354 1.4654 -1.3621
C -0.3859 2.5652 -0.4753
H 0.4521 1.7851 -2.3661
H -1.2574 3.1274 -0.8140
H 0.4967 3.2108 -0.3820
H -0.6784 2.2267 0.5171
```

Frontier orbital gap (alpha / beta) = 12.22 / 4.57 eV
Expectation value of S² = 0.757
Total charge = +1
Spin multiplicity = 2
LUMO energy (alpha / beta) = -4.0 / -9.8 eV

Asked for energy relative to the best compared isomer or geometry (same formula, charge and spin) across the records above, the calculation gives 66.6; 0.0; 42.6; 80.0; 28.7; 18.1; 80.9; 47.8; 56.6; 25.5; 100.4; 48.9; 0.5; 48.4; 64.2; 77.2; 65.5; 42.4 kcal per mole in order.
Asked for electronic energy across the records above, the calculation gives -10864.0138; -39190.1492; -17613.1608; -17602.9629; -15557.4161; -26393.5060; -70065.6943; -70063.4521; -24637.6161; -5287.0467; -5283.7968; -5286.0279; -5288.1286; -7333.9509; -7333.2672; -7332.7050; -7333.2097; -7324.7523 eV in order.